Run P
Molecular formula: C2Br2N2P
Method: DFT, wB97M-V/def2-TZVPD

Structure (XYZ):
```
7
Properties=species:S:1:pos:R:3:nbo_charge:R:1
C 0.369 1.408 -0.564 -0.218
C -0.302 -1.459 0.481 0.079
N 1.056 2.151 -0.045 0.011
N -0.331 -1.955 1.503 -0.214
P -0.361 0.000 -1.257 0.989
Br -2.364 0.218 -1.916 0.179
Br 0.961 -0.560 -2.760 0.174
```

Values from the calculation:
total charge: +1
spin multiplicity: 1

Run Q
Molecular formula: C2Br2N2P
Method: DFT, wB97M-V/def2-TZVPD

Structure (XYZ):
```
7
Properties=species:S:1:pos:R:3:nbo_charge:R:1
C 1.650 -0.196 -1.031 -0.290
C -1.630 0.012 0.907 0.078
N 1.526 0.920 -0.699 -0.014
N -1.826 0.999 1.361 -0.207
P 1.924 -1.905 -1.334 1.090
Br -1.109 -1.558 0.210 0.211
Br 0.786 -1.766 -3.141 0.133
```

Values from the calculation:
total charge: +1
spin multiplicity: 1

Which of them is most stable, and which least? Most stable: run P; least stable: run Q.

Run P
Molecular formula: C29H33As2IrN2O2S4Si
Method: DFT, wB97M-V/def2-TZVPD

Structure (XYZ):
```
74
Properties=species:S:1:pos:R:3:mulliken_spin:R:1
Ir -0.858 -0.106 0.755 0.175
N 0.109 1.695 1.122 -0.016
C 1.576 1.567 1.051 0.004
C 1.958 0.487 0.065 0.003
O 3.122 0.315 -0.249 0.003
O 0.931 -0.166 -0.375 -0.001
H -0.249 2.304 0.381 0.002
H -0.168 2.099 2.011 0.002
H 1.951 1.273 2.032 -0.001
H 2.068 2.493 0.752 -0.001
S -4.986 2.402 -1.353 0.005
As -3.129 2.079 -0.530 0.003
S -1.949 0.491 -1.343 0.044
S -2.793 -0.534 1.521 0.781
S -2.085 3.830 -0.078 -0.006
C 1.105 0.849 -7.935 0.000
C 2.210 0.379 -7.233 0.000
C 2.139 0.212 -5.858 0.000
C 0.970 0.517 -5.162 0.000
C -0.130 0.980 -5.875 0.001
C -0.066 1.146 -7.255 0.000
As 0.820 0.387 -3.194 -0.010
C 1.623 -1.387 -3.017 0.001
C 2.948 -1.718 -2.760 0.000
C 3.317 -3.044 -2.568 0.000
C 2.366 -4.053 -2.616 0.000
C 1.039 -3.732 -2.866 -0.001
C 0.674 -2.408 -3.063 -0.001
C 2.111 1.806 -2.817 0.001
C 1.498 2.982 -2.391 -0.001
C 2.253 4.098 -2.048 0.000
C 3.635 4.048 -2.132 0.000
C 4.255 2.885 -2.576 0.000
C 3.499 1.775 -2.920 0.001
H 1.159 0.977 -9.009 0.000
H 3.127 0.144 -7.759 0.000
H 3.002 -0.165 -5.321 0.000
H -1.048 1.214 -5.346 0.000
H -0.931 1.507 -7.798 0.000
H 3.698 -0.950 -2.655 0.000
H 4.354 -3.285 -2.363 0.000
H 2.656 -5.083 -2.447 0.000
H 0.286 -4.510 -2.891 0.000
H -0.368 -2.159 -3.237 0.000
H 0.415 3.028 -2.313 0.001
H 1.755 4.999 -1.708 0.000
H 4.232 4.906 -1.848 0.000
H 5.334 2.840 -2.648 0.000
H 4.009 0.883 -3.252 0.000
C 0.941 -3.396 3.723 0.001
Si 0.926 -2.420 2.108 0.010
C -0.184 -3.337 0.913 -0.001
C 2.668 -2.364 1.440 0.000
N 0.200 -0.841 2.365 0.006
C 0.277 -0.156 3.561 -0.067
C 1.344 -0.379 4.462 0.008
C 1.399 0.239 5.697 -0.004
C 0.409 1.128 6.100 0.010
C -0.620 1.408 5.212 0.001
C -0.681 0.801 3.965 0.033
H 0.640 -4.431 3.528 0.000
H 0.248 -2.978 4.457 0.000
H 1.933 -3.422 4.182 0.000
H 0.202 -4.341 0.707 0.000
H -0.258 -2.813 -0.044 0.004
H -1.191 -3.428 1.328 -0.002
H 3.157 -3.336 1.566 0.000
H 3.271 -1.610 1.954 0.000
H 2.678 -2.111 0.377 -0.001
H 2.139 -1.056 4.173 0.000
H 2.235 0.029 6.356 0.000
H 0.443 1.595 7.076 0.001
H -1.397 2.110 5.491 0.000
H -1.502 1.031 3.301 0.012
```

Values from the calculation:
total charge: -1
spin multiplicity: 2
<S²>: 0.763

Run Q
Molecular formula: C29H33As2IrN2O2S4Si
Method: DFT, wB97M-V/def2-TZVPD

Structure (XYZ):
```
74
Properties=species:S:1:pos:R:3:mulliken_spin:R:1
Ir 0.556 0.451 0.395 0.485
N -0.172 1.776 1.931 0.014
C -1.359 2.522 1.503 0.002
C -2.205 1.650 0.579 0.002
O -3.372 1.908 0.372 0.003
O -1.547 0.660 0.064 0.041
H -0.378 1.169 2.732 -0.005
H 0.598 2.358 2.251 -0.001
H -1.047 3.393 0.924 0.000
H -1.960 2.870 2.341 0.001
S 3.274 -2.101 3.606 0.001
As 1.960 -0.540 3.270 -0.002
S 2.572 0.747 1.470 0.063
S 0.182 -1.173 1.957 -0.013
S 1.243 0.689 4.812 -0.001
C -0.592 -4.469 -5.357 0.000
C -1.851 -4.338 -4.779 0.001
C -2.037 -3.483 -3.706 0.001
C -0.971 -2.740 -3.193 -0.001
C 0.283 -2.888 -3.769 -0.009
C 0.475 -3.747 -4.847 0.001
As -1.224 -1.523 -1.657 0.051
C -2.839 -0.699 -2.402 -0.003
C -4.128 -0.751 -1.892 0.001
C -5.158 -0.048 -2.506 -0.001
C -4.914 0.718 -3.634 0.001
C -3.628 0.770 -4.157 0.000
C -2.604 0.067 -3.545 0.002
C -1.855 -2.851 -0.380 -0.002
C -1.240 -4.100 -0.350 0.001
C -1.568 -5.022 0.632 0.001
C -2.513 -4.707 1.598 0.000
C -3.109 -3.455 1.592 0.000
C -2.773 -2.526 0.615 -0.002
H -0.447 -5.135 -6.199 0.000
H -2.687 -4.908 -5.167 0.000
H -3.020 -3.388 -3.261 0.000
H 1.134 -2.354 -3.363 0.010
H 1.464 -3.853 -5.275 0.000
H -4.350 -1.336 -1.012 -0.001
H -6.155 -0.091 -2.085 0.000
H -5.717 1.276 -4.100 0.000
H -3.423 1.362 -5.042 0.000
H -1.605 0.111 -3.967 0.001
H -0.491 -4.355 -1.092 -0.001
H -1.074 -5.986 0.649 0.000
H -2.771 -5.429 2.363 0.000
H -3.815 -3.183 2.366 0.000
H -3.184 -1.526 0.673 0.001
C 3.539 2.080 -2.147 0.004
Si 1.839 1.300 -2.186 0.002
C 1.327 0.922 -3.958 0.016
C 0.628 2.576 -1.502 0.006
N 1.711 -0.092 -1.136 0.255
C 2.459 -1.239 -1.320 -0.042
C 2.368 -2.323 -0.437 0.043
C 3.105 -3.476 -0.651 -0.044
C 3.940 -3.602 -1.752 0.080
C 4.033 -2.540 -2.643 -0.041
C 3.313 -1.378 -2.432 0.065
H 3.541 2.974 -2.778 0.000
H 4.324 1.413 -2.503 0.000
H 3.794 2.380 -1.128 -0.001
H 0.571 1.636 -4.293 0.000
H 0.899 -0.079 -4.044 -0.005
H 2.171 0.984 -4.648 0.001
H 0.752 3.476 -2.112 0.000
H 0.846 2.880 -0.472 -0.001
H -0.419 2.274 -1.575 0.000
H 1.728 -2.256 0.430 0.013
H 3.029 -4.277 0.073 -0.002
H 4.515 -4.505 -1.910 0.005
H 4.674 -2.613 -3.514 -0.002
H 3.400 -0.580 -3.159 0.006
```

Values from the calculation:
total charge: -1
spin multiplicity: 2
<S²>: 0.763

Which of them is most stable, and which least? Most stable: run Q; least stable: run P.

Run P
Molecular formula: C7H8O
Method: DFT, wB97M-V/def2-TZVPD

Structure (XYZ):
```
16
Properties=species:S:1:pos:R:3:nbo_charge:R:1
C -2.066 0.093 0.016 -0.201
C -1.320 1.159 0.002 -0.213
C 0.075 0.721 0.070 -0.071
C 0.053 -0.598 -0.126 -0.047
C -1.279 -1.151 -0.027 -0.461
C 1.519 -1.138 -0.072 -0.074
O 2.135 0.119 0.059 -0.539
C 1.423 1.233 -0.038 -0.056
H -3.170 0.316 -0.059 0.221
H -1.518 2.329 -0.147 0.223
H -1.251 -1.604 1.182 0.252
H -1.791 -1.780 -0.727 0.255
H 2.065 -1.715 -0.923 0.189
H 2.005 -1.798 0.871 0.179
H 1.572 1.985 -0.956 0.167
H 1.547 1.830 0.874 0.177
```

Values from the calculation:
spin multiplicity: 1
structure (SMILES): C1=CC2=C(C1)COC2

Run Q
Molecular formula: C7H8O
Method: DFT, wB97M-V/def2-TZVPD

Structure (XYZ):
```
16
Properties=species:S:1:pos:R:3:nbo_charge:R:1
O 1.800 -1.293 -0.550 -0.498
C 2.142 -0.246 -0.101 0.416
C 1.387 0.842 0.113 -0.518
C -0.218 0.837 0.276 -0.260
C -0.775 -0.067 1.270 -0.190
C -1.758 -0.809 0.567 -0.247
C -1.996 -0.269 -0.769 -0.217
C -1.134 0.750 -0.958 -0.219
H 3.163 0.095 0.292 0.084
H 1.624 1.734 -0.459 0.281
H 1.804 1.490 0.955 0.243
H -0.260 1.860 1.077 0.241
H -0.372 -0.188 2.182 0.203
H -1.954 -1.789 0.978 0.219
H -3.106 -0.570 -1.217 0.236
H -1.187 1.478 -1.793 0.224
```

Values from the calculation:
spin multiplicity: 1
structure (SMILES): O=CCC1C=CC=C1

Run R
Molecular formula: C7H8O
Method: DFT, wB97M-V/def2-TZVPD

Structure (XYZ):
```
16
Properties=species:S:1:pos:R:3:nbo_charge:R:1
C 1.937 -0.181 0.967 -0.358
C 0.687 0.200 0.961 -0.090
C -0.129 0.959 1.932 -0.637
C 0.064 0.162 -0.268 0.262
C 0.320 -0.735 -1.441 -0.285
C -0.844 -0.638 -2.146 -0.344
C -1.782 0.150 -1.509 0.074
O -1.227 0.668 -0.363 -0.421
H 2.570 -0.402 1.975 0.187
H 2.504 -0.654 0.175 0.205
H 0.379 0.722 2.917 0.231
H -0.441 1.839 1.480 0.243
H -0.972 0.245 1.924 0.224
H 1.055 -1.794 -1.549 0.254
H -1.205 -0.944 -3.189 0.232
H -2.915 0.403 -1.866 0.222
```

Values from the calculation:
spin multiplicity: 1
structure (SMILES): C=C(C)c1ccco1

Which of them is most stable, and which least? Most stable: run P; least stable: run Q.

Run P
Molecular formula: C8H12NOS
Method: DFT, wB97M-V/def2-TZVPD

Structure (XYZ):
```
23
Properties=species:S:1:pos:R:3:nbo_charge:R:1
C -0.707 -2.113 -0.389 -0.253
C -1.875 -1.457 -0.484 -0.368
C 0.498 -1.358 -0.316 0.158
C -0.407 0.629 -1.220 -0.157
C 0.669 1.570 -1.196 -0.539
C 1.719 1.284 -0.096 -0.357
C 2.532 -0.030 -0.156 -0.432
C 1.798 -1.320 -0.238 -0.200
N -2.343 0.450 2.163 -1.054
O -3.077 0.905 -0.935 -0.837
S -1.843 0.365 -0.456 1.587
H -0.686 -3.158 -0.437 0.273
H -2.929 -1.813 -0.486 0.277
H 1.287 1.176 -2.086 0.279
H 0.247 2.526 -1.308 0.259
H 2.300 2.165 -0.116 0.247
H 1.105 1.095 0.793 0.204
H 3.205 0.053 -1.010 0.237
H 3.183 -0.107 0.681 0.256
H 2.490 -2.146 -0.355 0.271
H -1.675 1.052 2.524 0.375
H -2.186 -0.454 2.508 0.373
H -3.304 0.686 2.615 0.401
```

Values from the calculation:
total charge: +1
spin multiplicity: 1

Run Q
Molecular formula: C8H12NOS
Method: DFT, wB97M-V/def2-TZVPD

Structure (XYZ):
```
23
Properties=species:S:1:pos:R:3:nbo_charge:R:1
C 1.079 0.778 2.664 -0.226
C 0.088 1.335 1.837 -0.271
C 1.121 -0.580 2.626 -0.401
C -0.655 0.390 1.155 -0.279
C 0.753 -0.214 -2.029 0.121
C -2.258 2.738 -0.027 -0.060
C -1.725 0.451 0.234 0.034
C 0.979 -2.612 -2.235 -0.441
N 0.923 -1.379 -1.509 -0.399
O -2.382 1.476 -0.237 -0.340
S -0.077 -1.228 1.570 0.360
H 1.736 1.371 3.273 0.244
H -0.057 2.396 1.770 0.230
H 1.767 -1.248 3.158 0.253
H 0.641 -0.103 -3.096 0.222
H 0.740 0.663 -1.403 0.240
H -1.551 3.173 0.656 0.161
H -2.962 3.360 -0.553 0.186
H -2.127 -0.484 -0.131 0.186
H 0.719 -2.458 -3.279 0.234
H 1.986 -3.029 -2.171 0.250
H 0.293 -3.333 -1.790 0.248
H 0.968 -1.465 -0.485 0.447
```

Values from the calculation:
total charge: +1
spin multiplicity: 1

Which of them is most stable, and which least? Most stable: run Q; least stable: run P.